1.
Computed, not measured: C17H10Br2HgN3O3S as an isolated structure, with ωB97M-V with the def2-TZVPD basis set.

Structure (XYZ):
```
37
Properties=species:S:1:pos:R:3:forces:R:3
Hg -0.398418 0.016444 1.265589 0.02 0.54 0.09
Br -5.115302 -3.889883 -1.641009 0.04 0.02 0.04
C -3.853067 -2.857825 -0.686854 0.03 0.11 0.04
C -2.824559 -3.509547 0.022291 -0.07 -0.07 0.00
C -1.934281 -2.714668 0.690829 0.01 -0.02 0.07
N -1.992006 -1.374395 0.706392 -0.74 -0.19 -0.41
C -2.983008 -0.725566 0.002705 0.21 -0.03 0.19
C -3.941408 -1.499171 -0.697046 -0.15 -0.03 -0.08
C -2.976382 0.700955 -0.004257 0.12 -0.02 0.11
C -3.950761 1.467011 -0.690080 -0.10 0.14 -0.05
C -3.883063 2.825618 -0.680288 -0.07 -0.19 -0.03
Br -5.168421 3.842630 -1.619925 0.04 -0.02 0.05
C -2.857456 3.491799 0.025868 0.03 0.05 0.06
C -1.941058 2.712798 0.671531 0.10 0.18 0.09
N -1.963993 1.368760 0.670475 -0.35 -0.38 -0.07
H -2.744121 -4.584892 0.041345 0.03 0.01 0.00
H -1.123530 -3.158019 1.256356 0.02 -0.01 -0.04
H -4.736657 -1.018729 -1.244929 0.01 -0.03 -0.02
H -4.748955 0.976372 -1.224221 0.01 0.02 -0.01
H -2.803149 4.568348 0.058230 0.05 -0.01 0.01
H -1.135120 3.168491 1.232529 0.02 0.01 -0.03
O 2.270459 1.194431 2.558790 0.18 -0.29 -0.19
C 2.493153 0.422711 1.648130 0.04 0.28 0.45
N 1.603406 -0.540863 1.210862 0.19 0.07 -0.19
S 1.884629 -0.901366 -0.389784 0.04 0.26 -0.25
O 1.765943 -2.297495 -0.667290 0.19 -0.12 0.17
O 1.035772 -0.004470 -1.148695 0.33 -0.16 -0.13
C 3.569573 -0.331900 -0.356530 -0.25 -0.04 0.46
C 4.607873 -0.554627 -1.233088 -0.08 -0.03 -0.20
C 5.850317 -0.025680 -0.900996 -0.04 -0.02 -0.02
C 6.029190 0.697517 0.272577 0.00 0.04 0.06
C 4.971784 0.911806 1.147996 -0.07 0.05 -0.01
C 3.738228 0.377974 0.825478 0.18 -0.11 -0.16
H 4.462256 -1.118929 -2.144338 0.01 -0.02 0.02
H 6.688825 -0.189712 -1.564298 0.01 0.01 0.00
H 7.007935 1.088643 0.516661 0.00 0.00 -0.03
H 5.095361 1.465430 2.068991 0.01 -0.01 0.00
```
Forces are in eV/Å.

Properties
<S²> ... 0.77
Gap between HOMO and LUMO (alpha / beta) ... 5.70 / 8.49 eV
LUMO (alpha / beta) ... -0.1 / -0.5 eV
HOMO level (alpha / beta) ... -5.83 / -9.04 eV
2S+1 ... 2


2.
Computed, not measured: C17H10BrCaF6N5SSb as an isolated structure at a distorted geometry, with ωB97M-V with the def2-TZVPD basis set.

Structure (XYZ):
```
42
Properties=species:S:1:pos:R:3:forces:R:3
Ca -0.537000 0.531300 0.486600 3.26 0.58 -0.05
S 5.599900 -0.366700 5.145700 -1.03 0.10 -0.75
N 5.483800 -0.336800 3.542900 0.52 -0.06 -0.87
C 4.211400 -0.263600 3.183500 -0.02 -0.07 1.65
C 3.681200 -0.227200 1.852900 -0.47 0.14 -0.64
C 4.468000 -0.394900 0.707400 -0.38 0.07 0.03
C 3.859200 -0.332400 -0.529200 -0.08 0.02 0.02
C 2.492700 -0.058700 -0.599600 0.45 -0.05 -0.09
N 1.730100 0.091900 0.476500 0.58 -0.08 -0.11
C 2.288300 -0.030400 1.694400 1.09 -0.13 0.14
C 1.409400 -0.037500 2.856000 0.39 -0.18 1.44
N 0.091800 0.015000 2.642700 -0.07 -0.02 0.01
C -0.753400 -0.164300 3.637400 -0.18 -0.07 0.72
C -0.336400 -0.362500 4.958400 0.09 0.11 -0.19
C 1.013900 -0.334800 5.232100 -0.02 0.04 -0.27
C 1.918900 -0.188600 4.170200 -0.74 0.08 -0.53
C 3.339200 -0.231800 4.328400 1.69 -0.08 -0.33
N 4.024600 -0.281500 5.460200 -0.63 -0.03 0.71
H 5.524400 -0.587200 0.820500 0.09 0.00 -0.04
H 4.420500 -0.498800 -1.433800 0.05 0.04 -0.11
H 2.003600 0.028200 -1.567500 0.04 -0.03 0.08
H -1.810900 -0.152000 3.391300 0.09 0.02 0.02
H -1.067000 -0.518000 5.737700 -0.02 0.01 0.02
H 1.397200 -0.439500 6.237900 0.00 -0.06 0.02
Br -3.103200 6.046800 -0.452100 1.75 -1.18 0.15
C -1.463000 5.090600 -0.330800 -1.71 1.62 -0.22
C -0.247500 5.759900 -0.422700 1.07 0.30 -0.07
C 0.915600 5.014400 -0.347900 -0.43 1.24 -0.13
C 0.831000 3.640000 -0.172300 0.01 -0.07 -0.03
N -0.338200 3.011400 -0.055600 -0.62 -0.40 0.04
C -1.462700 3.701900 -0.144300 -0.30 -1.15 0.12
H -0.223200 6.831500 -0.555900 0.07 0.07 -0.02
H 1.874400 5.500500 -0.424800 0.13 0.04 -0.02
H 1.727700 3.031000 -0.138200 -0.03 -0.04 0.07
H -2.404400 3.165500 -0.076700 0.06 -0.09 0.06
F -2.366500 1.086500 1.265200 -2.09 -0.18 -0.20
Sb -3.285800 -0.302000 0.036500 0.47 -0.21 0.66
F -1.821000 0.435000 -1.168800 -1.91 -0.40 -0.52
F -4.164600 -0.901600 1.582300 0.25 0.41 -1.00
F -3.767100 -1.645200 -1.151800 0.09 0.68 0.41
F -4.349900 1.146700 -0.525300 0.37 -0.86 0.26
F -1.628600 -1.298100 0.641600 -1.88 -0.14 -0.47
```
Forces are in eV/Å.

Properties
<S²> ... 0.77
Gap between HOMO and LUMO (alpha / beta) ... 6.82 / 2.34 eV
LUMO (alpha / beta) ... -7.4 / -11.8 eV
HOMO level (alpha / beta) ... -14.18 / -14.18 eV
Charge ... +2
2S+1 ... 2


3.
Computed, not measured: C17H10Cl3LaNO8S3 as an isolated structure at a distorted geometry, with ωB97M-V with the def2-TZVPD basis set.

Structure (XYZ):
```
43
Properties=species:S:1:pos:R:3:forces:R:3
La -0.733414 -0.367212 -0.221640 1.31 -1.36 -1.82
O 0.056286 1.687388 0.765260 0.18 1.13 -1.00
S -0.923514 1.443188 1.850060 1.78 1.26 4.98
O -1.217414 2.631288 2.624060 -0.16 0.12 -0.64
O -2.089114 0.786088 1.267860 -1.38 0.18 0.05
C -0.012814 0.323888 2.941160 -2.32 2.29 -2.05
C 1.106386 0.918188 3.505660 1.68 0.19 0.82
C 2.030686 0.166888 4.212560 -0.49 1.79 -0.71
C 1.826986 -1.201612 4.351060 0.75 -1.29 0.67
C 0.685586 -1.783912 3.827060 -0.98 0.04 -0.73
C -0.238114 -1.032712 3.116160 -0.91 -3.12 0.11
S -1.678314 -1.960312 2.472460 0.82 -0.41 4.61
O -1.551614 -3.275112 3.088860 -0.04 -0.07 -0.71
O -2.872014 -1.266112 2.899860 -0.15 0.06 -0.75
O -1.470314 -2.036612 1.018160 -0.83 -1.46 -0.52
H 1.230386 1.975988 3.334960 0.22 0.21 0.19
H 2.912686 0.633888 4.634160 0.02 0.15 0.04
H 2.557086 -1.810612 4.867460 0.01 -0.08 0.09
H 0.480686 -2.838812 3.939460 0.04 -0.01 0.04
Cl -4.574514 0.454888 -6.719940 -0.25 0.20 -0.44
C -3.788614 -0.123212 -5.288740 0.11 0.00 0.21
C -3.413114 0.782688 -4.309140 0.05 -0.06 0.06
C -2.779214 0.315888 -3.178440 0.19 -0.72 0.05
Cl -2.269914 1.396288 -1.904940 -0.71 0.67 -0.72
C -2.473914 -1.066412 -2.958240 -0.57 0.38 -1.02
O -1.868714 -1.498312 -1.938840 -0.18 -0.28 -0.12
C -2.915614 -1.919712 -4.012640 0.12 0.22 0.18
Cl -2.602314 -3.602412 -3.836040 0.08 -0.44 0.04
C -3.543914 -1.479012 -5.154340 0.05 0.31 0.17
H -3.604714 1.836388 -4.432840 -0.03 0.10 -0.01
H -3.824114 -2.178612 -5.925940 -0.06 -0.03 -0.04
O 1.546986 -0.755612 0.420360 0.53 -0.10 -0.09
N 2.332986 0.210488 0.015960 0.87 0.65 -0.29
C 3.222586 0.738688 0.883260 -0.07 -0.30 0.25
C 4.087486 1.742788 0.528560 0.16 0.16 -0.26
C 4.070486 2.228588 -0.778240 -0.50 -0.40 -0.06
C 3.156686 1.683388 -1.666040 0.69 0.55 0.41
C 2.262586 0.691888 -1.273140 -0.33 -0.51 0.16
S 1.093286 0.043388 -2.330840 0.52 0.04 -1.23
H 3.185086 0.312088 1.873360 -0.16 -0.06 0.08
H 4.772486 2.141088 1.263760 -0.06 -0.06 0.07
H 4.734986 3.022188 -1.085640 0.08 0.05 -0.05
H 3.092886 2.028788 -2.685940 -0.06 -0.01 -0.04
```
Forces are in eV/Å.

Properties
<S²> ... 0.76
Gap between HOMO and LUMO (alpha / beta) ... 2.11 / 6.65 eV
LUMO (alpha / beta) ... 3.9 / 3.9 eV
HOMO level (alpha / beta) ... 1.80 / -2.75 eV
Charge ... -2
2S+1 ... 2


4.
Computed, not measured: a 2-piece molecular cluster, C17H10F2N3O4S overall at a distorted geometry, with ωB97M-V with the def2-TZVPD basis set.

Structure (XYZ):
```
37
Properties=species:S:1:pos:R:3:forces:R:3
C 1.413029 3.286948 -0.791639 -1.40 -1.68 0.48
C 2.772833 3.044473 -1.021708 1.44 -0.23 -0.69
N 3.914895 2.885910 -1.248720 -1.55 0.35 0.50
C 0.692872 2.521121 0.159448 0.62 0.16 -0.86
C -0.737171 2.591132 0.273812 -0.34 -0.37 0.25
C -1.433741 1.697969 1.063803 0.47 0.39 -0.07
C -0.731503 0.753479 1.845865 -0.05 0.14 0.16
N -1.450904 -0.016033 2.801306 -0.35 -0.32 0.27
O -0.818576 -0.763637 3.579598 -0.79 0.67 -0.75
O -2.697780 0.100440 2.834867 1.24 -0.36 0.18
C 0.678703 0.703640 1.812949 0.12 0.59 -0.34
C 1.374530 1.581851 0.998998 -0.35 -0.75 0.70
H 0.855754 3.862585 -1.524504 0.25 -0.05 0.06
H -1.280080 3.357891 -0.287428 0.20 -0.34 0.09
H -2.519362 1.712567 1.135020 0.29 0.10 -0.03
H 1.187358 -0.025017 2.441243 -0.08 0.24 -0.15
H 2.465538 1.539487 0.977818 -0.34 0.00 -0.08
F -0.269846 5.890862 0.505091 0.76 0.72 -0.66
C 0.661959 6.502819 -0.315842 -0.25 -0.47 0.33
F 0.722993 7.836228 -0.013289 -0.40 -0.50 -0.21
S 2.236748 5.700168 -0.005622 1.32 1.47 -0.52
N 3.113149 6.644215 -1.203565 -0.61 -0.17 1.34
C 3.954176 7.727270 -0.844490 -0.04 0.12 0.80
O 4.166504 8.130142 0.284899 -0.25 -0.49 -1.72
C 4.484299 8.213524 -2.159902 0.37 0.63 -0.14
C 3.978282 7.418846 -3.175094 0.07 0.26 -0.52
C 4.270206 7.661088 -4.510949 0.13 0.11 0.21
C 5.125207 8.732842 -4.812558 -0.10 -0.06 0.41
C 5.629319 9.555985 -3.786393 -0.26 -0.34 0.09
C 5.295697 9.310109 -2.441912 -0.03 -0.20 -0.20
C 3.060186 6.401864 -2.590526 -0.55 -1.08 -0.14
O 2.384962 5.553815 -3.150057 0.83 1.33 0.77
H 0.385104 6.345373 -1.367625 -0.24 0.38 0.30
H 3.825038 7.017139 -5.266671 0.20 0.20 0.03
H 5.393232 8.934932 -5.850516 -0.08 -0.03 0.31
H 6.281621 10.393645 -4.045091 -0.24 -0.27 0.12
H 5.637558 9.947589 -1.626640 0.02 -0.15 -0.27
```
Forces are in eV/Å.

Properties
Gap between HOMO and LUMO ... 4.62 eV
LUMO ... 1.3 eV
HOMO level ... -3.30 eV
Charge ... -1


5.
Computed, not measured: one molecule with the formula C17H10F3N3S2 at a distorted geometry, with ωB97M-V with the def2-TZVPD basis set.

Structure (XYZ):
```
35
Properties=species:S:1:pos:R:3:forces:R:3
N -4.443322 -2.148206 0.526136 -0.28 -0.27 0.04
C -3.604786 -1.367277 0.501629 -0.29 -0.34 -0.02
C -2.552727 -0.430345 0.474095 0.94 0.74 -0.03
C -2.704546 0.860158 -0.044347 0.14 -0.15 0.10
C -1.634578 1.732182 -0.059445 0.03 -0.27 0.11
C -0.414015 1.300533 0.482474 -0.84 -0.29 -0.17
N -0.259380 0.068787 0.966293 0.17 0.26 0.10
C -1.268906 -0.774564 0.953142 -0.41 0.00 -0.09
S -0.985714 -2.389602 1.548888 0.13 -0.41 0.27
C 0.846848 -2.428206 1.481976 -0.51 0.17 0.07
C 1.322201 -2.239589 0.079226 0.16 -0.09 -0.31
C 2.209725 -1.222380 -0.256846 -0.15 -0.27 0.24
N 2.622958 -0.989756 -1.488317 0.37 0.39 -0.16
C 2.176853 -1.768459 -2.458335 -0.12 -0.19 -0.20
C 1.302571 -2.823773 -2.241352 -0.01 0.03 0.08
C 0.864797 -3.057076 -0.949783 0.18 0.12 0.03
H 0.166210 -3.854369 -0.736430 -0.06 -0.05 -0.01
H 0.966258 -3.439905 -3.060382 -0.01 -0.04 -0.09
H 2.537192 -1.532193 -3.450582 -0.02 -0.06 -0.13
H 2.608237 -0.561187 0.499842 -0.05 0.03 0.17
H 1.223805 -1.653265 2.145629 0.10 -0.10 0.00
H 1.104935 -3.414862 1.868468 -0.03 0.05 0.07
C 0.731938 2.167419 0.556070 0.69 0.70 -0.08
C 1.856005 1.998552 1.326826 -0.56 -0.08 -0.21
C 2.792480 3.030819 1.164424 0.13 0.29 -0.14
C 2.379710 3.973102 0.271489 -0.23 -0.02 -0.08
S 0.836009 3.627137 -0.379054 0.29 -0.37 0.37
H 2.895950 4.858228 -0.043861 0.14 0.17 -0.04
H 3.732633 3.075714 1.683570 0.16 0.04 0.07
H 1.973213 1.171247 2.001602 -0.01 -0.19 0.10
H -1.734166 2.727143 -0.461766 -0.10 0.06 0.00
C -4.048180 1.271992 -0.587760 -0.60 0.28 -0.29
F -5.014170 1.193472 0.339469 0.17 -0.11 0.16
F -4.432609 0.503144 -1.618095 0.20 -0.15 0.04
F -4.053446 2.535394 -1.034880 0.26 0.13 0.03
```
Forces are in eV/Å.

Properties
Gap between HOMO and LUMO ... 7.88 eV
LUMO ... -0.9 eV
HOMO level ... -8.76 eV


6.
Computed, not measured: C17H11AsCl5N2ORuS2 as an isolated structure at a distorted geometry, with ωB97M-V with the def2-TZVPD basis set.

Structure (XYZ):
```
40
Properties=species:S:1:pos:R:3:forces:R:3
Ru -0.025000 -0.311600 -0.339900 0.16 -1.47 0.57
S 0.081000 -0.128900 2.128800 -0.09 0.59 -2.00
C -0.282700 -1.778100 2.504400 -0.68 -0.92 -0.13
C 0.161100 -2.291500 3.724100 -0.10 0.05 -0.24
C -0.178400 -3.572300 4.130500 -0.52 0.11 -0.90
C 0.325200 -4.087000 5.345700 0.24 -0.13 0.48
N 0.774600 -4.493900 6.318900 0.08 -0.11 0.30
C -1.008000 -4.368100 3.308800 0.42 0.90 -0.08
C -1.416300 -3.881300 2.077300 0.04 0.26 0.06
C -1.056100 -2.604200 1.650600 0.37 0.21 0.95
S -1.616500 -2.084800 0.096600 0.97 1.66 -1.04
C -1.432600 -5.646000 3.738000 -0.10 -0.44 0.10
N -1.802500 -6.675200 4.081200 -0.10 -0.34 0.10
H 0.780900 -1.665900 4.347900 0.07 -0.03 0.15
H -2.026600 -4.488800 1.427500 -0.08 -0.14 -0.01
Cl 0.487700 -1.257600 -2.888900 -0.14 0.08 0.60
C -0.395200 0.218900 -3.142200 -0.34 0.64 0.18
C -0.727700 0.941000 -1.992600 0.10 -1.37 0.53
C -1.451800 2.115000 -2.193900 0.24 -0.36 0.62
Cl -1.884700 3.041600 -0.805400 -0.03 0.06 0.15
C -1.832700 2.548100 -3.462300 0.11 -0.01 -0.14
Cl -2.747800 3.990000 -3.659900 0.06 -0.06 0.06
C -1.456900 1.808100 -4.585100 0.04 -0.07 0.14
Cl -1.880700 2.347400 -6.154000 -0.02 0.00 -0.08
C -0.728100 0.626800 -4.425700 -0.02 0.12 -0.01
Cl -0.246100 -0.292900 -5.790500 0.03 -0.08 -0.01
C 2.693100 1.519700 -2.410200 -0.07 -0.15 0.37
As 2.901000 0.863500 -0.575800 1.40 1.45 -0.16
C 2.051700 2.163400 0.608400 -0.05 -0.39 -0.14
C 4.817700 0.841600 -0.201400 -0.39 -0.05 -0.03
O 2.352900 -0.667500 -0.324100 -1.78 -0.28 -0.23
H 3.436600 2.293800 -2.588800 0.04 0.03 0.03
H 1.693500 1.938300 -2.539000 0.10 -0.04 0.06
H 2.834500 0.699900 -3.116700 0.03 0.02 0.16
H 2.428200 3.167900 0.426300 0.01 0.00 -0.14
H 2.251400 1.872700 1.643700 -0.04 -0.03 -0.21
H 0.964000 2.130800 0.432500 0.29 0.12 0.03
H 5.273100 1.814000 -0.377900 -0.05 0.03 0.00
H 5.285100 0.091700 -0.844200 -0.14 0.09 0.04
H 4.956600 0.545300 0.840300 -0.07 0.05 -0.11
```
Forces are in eV/Å.

Properties
<S²> ... 0.79
Gap between HOMO and LUMO (alpha / beta) ... 6.03 / 6.60 eV
LUMO (alpha / beta) ... -2.0 / -1.7 eV
HOMO level (alpha / beta) ... -8.04 / -8.28 eV
2S+1 ... 2


Record-wise energy values, in Ha: -6743.42156; -5416.51646; -3917.38464; -1716.93719; -1914.08019; -6267.07854
Record-wise energy relative to the best compared isomer or geometry (same formula, charge and spin) values, in kJ/mol: 0.0; 141.3; 130.2; 2.9; 0.0; 190.0